[1]
7 unconnected molecules or ions with the total composition C30H62BNO18P in a non-equilibrium geometry, computed with ωB97M-V with the def2-TZVPD basis set.

As for the LUMO energy: 1.5 eV. The charge is -1. The value obtained for the energy is -80425.5365 eV. The value obtained for the frontier orbital gap is 0.2498 Ha.

Structure (XYZ):
```
113
C30H62BNO18P | the Open Molecules 2025 dataset | ωB97M-V with the def2-TZVPD basis set
C -1.32 -3.18 3.56
N -2.52 -3.08 2.65
C -2.15 -2.72 1.22
C -3.63 -2.22 3.21
O -3.59 -1.49 4.32
C -5.07 -2.22 2.38
B -6.27 -3.05 3.14
C -6.00 -4.67 3.31
C -4.88 -5.29 2.28
O -4.91 -5.13 0.93
O -3.74 -6.03 2.91
P -7.96 -2.91 2.17
O -7.86 -3.68 0.76
O -8.23 -1.18 1.95
O -9.25 -3.61 3.13
H -0.48 -2.45 3.15
H -1.55 -3.06 4.70
H -0.90 -4.29 3.43
H -1.07 -3.10 0.99
H -2.89 -3.35 0.52
H -2.29 -1.55 1.03
H -5.41 -1.08 2.34
H -4.94 -2.54 1.24
H -6.46 -2.60 4.21
H -7.04 -5.23 3.13
H -5.69 -4.96 4.42
H -3.21 -6.52 2.22
H -7.84 -0.78 2.80
H -9.97 -3.95 2.49
O 1.07 -3.60 1.83
C 2.24 -3.23 1.78
O 2.90 -2.91 2.91
C 4.32 -2.65 2.98
C 4.62 -1.20 2.67
C 2.92 -3.02 0.45
H 4.87 -3.35 2.35
H 4.62 -2.87 4.01
H 4.33 -0.94 1.65
H 5.69 -1.00 2.78
H 4.06 -0.54 3.34
H 2.69 -2.02 0.08
H 2.53 -3.76 -0.25
H 3.99 -3.17 0.49
O -2.89 0.01 -0.93
C -3.15 -0.67 -1.92
O -2.16 -1.08 -2.75
C -2.33 -2.03 -3.81
C -2.79 -1.35 -5.08
C -4.57 -0.97 -2.29
H -2.99 -2.85 -3.51
H -1.34 -2.48 -3.98
H -3.77 -0.88 -4.95
H -2.86 -2.07 -5.90
H -2.09 -0.55 -5.36
H -4.97 -0.14 -2.88
H -5.15 -1.07 -1.37
H -4.69 -1.91 -2.83
O 1.78 -0.73 -3.45
C 1.27 0.32 -3.83
O 1.97 1.17 -4.62
C 1.40 2.32 -5.29
C 1.40 3.53 -4.37
C -0.09 0.73 -3.36
H 0.41 2.09 -5.68
H 2.04 2.52 -6.15
H 0.78 3.36 -3.49
H 1.03 4.41 -4.90
H 2.42 3.73 -4.01
H 0.00 1.25 -2.40
H -0.70 -0.18 -3.22
H -0.64 1.35 -4.07
O 5.09 -0.53 5.12
C 5.62 0.55 5.35
O 6.45 1.12 4.44
C 6.95 2.46 4.52
C 8.21 2.52 5.36
C 5.44 1.23 6.67
H 6.18 3.15 4.87
H 7.19 2.76 3.49
H 8.02 2.22 6.39
H 8.63 3.53 5.36
H 8.97 1.83 4.96
H 6.18 0.84 7.38
H 4.43 1.00 7.04
H 5.50 2.31 6.63
O 1.75 3.30 3.46
C 0.70 2.70 3.62
O -0.15 3.06 4.60
C -1.49 2.56 4.75
C -1.51 1.26 5.53
C 0.37 1.49 2.79
H -1.99 2.47 3.78
H -2.05 3.32 5.31
H -0.95 0.47 5.01
H -2.53 0.92 5.70
H -1.02 1.40 6.51
H 0.82 0.61 3.25
H 0.80 1.63 1.79
H -0.69 1.33 2.65
O 0.19 4.11 -7.98
C 1.18 4.37 -8.65
O 2.24 5.02 -8.11
C 3.51 5.19 -8.75
C 3.52 6.41 -9.64
C 1.21 4.06 -10.12
H 3.81 4.28 -9.28
H 4.24 5.33 -7.94
H 2.79 6.32 -10.45
H 4.51 6.57 -10.07
H 3.24 7.31 -9.07
H 0.75 4.88 -10.68
H 0.64 3.14 -10.29
H 2.21 3.86 -10.51
```

[2]
6 unconnected molecules or ions with the total composition C30H62Br3F4N4O6S6 in a non-equilibrium geometry, computed with ωB97M-V with the def2-TZVPD basis set.

As for the LUMO energy: -3.8 eV. The charge is +1. The value obtained for the energy is -336346.7733 eV. The value obtained for the frontier orbital gap is 0.2025 Ha.

Structure (XYZ):
```
115
C30H62Br3F4N4O6S6 | the Open Molecules 2025 dataset | ωB97M-V with the def2-TZVPD basis set
C -1.82 2.76 9.24
C -3.20 1.97 8.73
C -2.80 1.02 7.43
N -2.85 1.77 6.12
N -2.88 0.97 5.01
C -4.20 0.36 4.54
C -5.51 0.76 5.41
O -5.96 -0.10 6.35
Br -6.57 2.49 5.22
C -1.70 0.68 4.31
N -1.92 -0.31 3.16
C -1.68 -1.74 3.57
C -1.75 -2.06 5.17
C -1.42 -3.69 5.32
C -1.22 0.09 1.89
C -1.37 -1.11 0.74
C -1.18 -0.48 -0.77
F -1.93 -1.31 -1.75
C 0.38 0.20 2.21
C 1.20 1.18 1.13
C 2.42 0.26 0.45
C 3.72 1.16 -0.01
F 4.81 1.05 1.03
F 3.40 2.57 -0.35
F 4.31 0.52 -1.24
C 0.76 0.58 3.76
S 1.59 -0.96 4.54
N -0.34 1.13 4.60
C -0.05 2.54 4.93
Br 1.05 2.84 6.62
C -0.43 3.80 4.23
C -0.03 5.31 4.82
Br -1.44 3.70 2.53
H -1.55 3.69 8.58
H -2.08 3.15 10.33
H -0.91 2.02 9.38
H -3.47 1.23 9.62
H -4.08 2.71 8.48
H -1.66 0.71 7.61
H -3.41 0.00 7.42
H -3.52 2.56 6.11
H -4.37 0.79 3.44
H -4.18 -0.80 4.42
H -0.65 -2.20 3.19
H -2.53 -2.39 3.05
H -0.93 -1.53 5.83
H -2.79 -1.90 5.68
H -1.58 -4.02 6.44
H -2.04 -4.33 4.54
H -0.27 -3.79 5.03
H -1.68 1.04 1.35
H -2.50 -1.51 0.83
H -0.69 -2.04 0.96
H -0.03 -0.56 -1.05
H -1.60 0.62 -0.85
H 0.83 -0.89 2.02
H 1.74 2.08 1.65
H 0.48 1.58 0.29
H 2.85 -0.54 1.22
H 2.06 -0.36 -0.48
H 1.63 1.39 3.71
H 2.40 -0.52 5.64
H 1.12 5.50 4.84
H -0.64 6.17 4.27
H -0.40 5.32 5.95
C -1.42 -1.42 -6.94
S -2.60 -0.20 -6.32
O -2.37 1.08 -7.07
C -1.83 -0.02 -4.69
H -1.69 -1.66 -7.97
H -0.41 -1.01 -6.92
H -1.48 -2.33 -6.34
H -0.79 0.31 -4.80
H -1.87 -0.97 -4.15
H -2.39 0.74 -4.13
C 6.50 0.45 -5.06
S 4.78 0.62 -4.52
O 3.93 -0.11 -5.53
C 4.64 2.39 -4.87
H 6.79 -0.59 -4.96
H 6.60 0.77 -6.10
H 7.14 1.07 -4.42
H 4.85 2.58 -5.92
H 5.34 2.94 -4.24
H 3.62 2.71 -4.64
C -6.59 2.23 -10.35
S -5.44 0.84 -10.20
O -6.04 -0.15 -9.25
C -4.16 1.76 -9.31
H -7.49 1.87 -10.86
H -6.86 2.60 -9.36
H -6.14 3.02 -10.95
H -4.57 2.16 -8.38
H -3.78 2.57 -9.93
H -3.34 1.07 -9.07
C 6.49 -1.02 3.45
S 5.85 -1.88 1.99
O 4.35 -1.73 2.00
C 6.24 -3.55 2.57
H 6.31 0.05 3.33
H 5.97 -1.37 4.35
H 7.56 -1.21 3.54
H 5.74 -3.74 3.52
H 7.32 -3.65 2.69
H 5.89 -4.26 1.82
C 1.89 -5.43 -8.94
S 1.43 -4.96 -7.26
O -0.05 -4.77 -7.23
C 2.19 -3.32 -7.30
H 1.48 -6.42 -9.15
H 1.48 -4.71 -9.66
H 2.98 -5.46 -9.03
H 1.76 -2.73 -8.12
H 3.27 -3.42 -7.45
H 2.00 -2.82 -6.35
```

[3]
7 unconnected molecules or ions with the total composition C30H62F6N9O12S6 in a non-equilibrium geometry, computed with ωB97M-V with the def2-TZVPD basis set.

Its energy relative to the best compared isomer or geometry (same formula, charge and spin) is 0.0 kcal/mol. As for the LUMO energy: -4.2 eV. The charge is +1. The value obtained for the energy is -151392.7114 eV. The value obtained for the frontier orbital gap is 0.1546 Ha.

Structure (XYZ):
```
125
C30H62F6N9O12S6 | the Open Molecules 2025 dataset | ωB97M-V with the def2-TZVPD basis set
C -2.91 4.96 4.71
C -1.70 4.02 4.82
C -0.37 4.69 4.55
C -0.11 4.80 3.04
N 1.23 5.38 2.61
C 2.30 4.39 2.85
C 3.42 4.73 1.83
C 2.78 5.57 0.70
C 1.28 5.57 1.07
C 1.51 6.75 3.31
H -2.76 5.73 5.47
H -3.87 4.45 4.78
H -3.07 5.39 3.72
H -1.78 3.05 4.34
H -1.81 3.77 5.87
H 0.42 4.06 4.97
H -0.33 5.67 5.02
H -0.93 5.42 2.66
H -0.24 3.86 2.50
H 2.75 4.47 3.83
H 1.99 3.36 2.68
H 4.29 5.17 2.32
H 3.95 3.90 1.37
H 3.10 6.61 0.64
H 3.01 5.11 -0.26
H 0.83 6.54 0.85
H 0.66 4.79 0.62
H 1.75 6.70 4.37
H 0.69 7.45 3.17
H 2.34 7.19 2.76
C 3.79 0.23 -9.21
C 3.29 1.65 -9.58
C 1.77 1.71 -9.48
C 1.17 3.11 -9.58
N -0.18 3.24 -8.71
C -0.67 4.74 -8.70
C -1.00 5.13 -7.27
C -1.11 3.89 -6.38
C -0.10 2.97 -7.12
C -1.26 2.26 -9.25
H 3.37 -0.07 -8.24
H 4.87 0.23 -9.29
H 3.52 -0.50 -9.98
H 3.59 1.92 -10.60
H 3.60 2.37 -8.83
H 1.53 1.22 -8.54
H 1.24 1.18 -10.27
H 0.84 3.39 -10.58
H 1.81 3.86 -9.12
H -1.63 4.83 -9.21
H 0.02 5.41 -9.22
H -1.96 5.64 -7.30
H -0.12 5.70 -6.98
H -2.09 3.42 -6.44
H -0.80 4.00 -5.34
H -0.26 1.91 -6.93
H 0.92 3.26 -6.90
H -0.81 1.27 -9.13
H -1.65 2.56 -10.22
H -2.13 2.32 -8.60
C -0.81 -1.97 8.02
C 0.28 -2.77 7.22
N -0.31 -3.68 6.26
C -0.60 -5.03 6.56
C -1.00 -5.67 5.33
N -0.99 -4.68 4.33
C -0.62 -3.48 4.92
C -1.36 -4.82 2.93
H -1.45 -2.60 8.63
H -1.40 -1.36 7.33
H -0.33 -1.33 8.76
H 0.95 -3.30 7.90
H 0.87 -1.97 6.76
H -0.58 -5.38 7.58
H -1.44 -6.63 5.09
H -0.49 -2.55 4.38
H -0.49 -4.79 2.28
H -1.94 -3.95 2.63
H -1.99 -5.70 2.74
C 5.59 -8.23 5.03
C 4.47 -7.85 4.11
N 4.58 -6.45 3.73
C 4.68 -5.97 2.44
C 4.83 -4.59 2.38
N 4.71 -4.22 3.72
C 4.49 -5.34 4.55
C 4.81 -2.86 4.21
H 6.55 -8.15 4.52
H 5.67 -9.27 5.34
H 5.60 -7.58 5.91
H 3.53 -7.97 4.64
H 4.35 -8.47 3.22
H 4.81 -6.68 1.64
H 5.00 -3.91 1.56
H 4.56 -5.40 5.62
H 5.80 -2.49 3.92
H 4.66 -2.74 5.28
H 3.99 -2.26 3.81
N -5.99 -3.32 -8.11
S -6.14 -2.08 -6.92
O -7.49 -1.64 -6.57
O -5.15 -1.04 -6.95
F -5.79 -2.96 -5.59
S -6.56 -2.57 -9.20
O -5.82 -1.40 -9.74
O -8.02 -2.59 -9.37
F -6.08 -3.76 -10.18
N 0.05 -0.46 -0.09
S 0.81 -0.10 -1.55
O 0.79 1.21 -2.14
O 0.85 -1.27 -2.42
F 2.29 -0.05 -0.96
S -1.27 -0.09 -0.56
O -1.91 -1.10 -1.46
O -1.61 1.33 -0.73
F -2.05 -0.41 0.82
N -7.43 -3.63 6.88
S -6.33 -2.38 7.03
O -5.30 -2.22 6.01
O -6.07 -1.94 8.41
F -7.40 -1.22 6.57
S -6.39 -4.71 6.80
O -5.37 -4.84 7.81
O -6.11 -5.24 5.49
F -7.44 -5.82 7.29
```

[4]
A molecular structure, C30H63AlFIN2O3PS in a non-equilibrium geometry, computed with ωB97M-V with the def2-TZVPD basis set.

As for the LUMO energy (alpha / beta): 1.8 / 1.3 eV. The charge is -1. The value obtained for the energy is -78792.6169 eV. The value obtained for the frontier orbital gap (alpha / beta) is 0.2353 / 0.2181 Ha. As for the expectation value of S²: 2.008. The multiplicity is 3.

Structure (XYZ):
```
103
C30H63AlFIN2O3PS | the Open Molecules 2025 dataset | ωB97M-V with the def2-TZVPD basis set
C -2.08 1.69 -0.26
O -1.84 0.53 -1.01
C -3.03 0.05 -1.67
C -2.97 -1.47 -1.69
C -3.75 -2.12 -0.53
C -4.80 -3.16 -0.92
C -5.67 -2.82 -2.14
Al -6.79 -1.12 -2.10
C -8.73 -1.66 -2.51
C -9.79 -1.23 -1.48
C -10.35 0.11 -1.83
F -11.46 0.45 -1.07
C -6.16 0.12 -3.57
C -7.15 1.25 -3.91
C -6.67 2.58 -3.37
I -5.09 3.36 -4.62
P -6.85 -0.01 0.01
S -6.83 -1.18 1.61
H -1.16 2.27 -0.16
H -2.49 1.47 0.73
H -2.81 2.33 -0.76
H -3.03 0.46 -2.68
H -3.88 0.38 -1.10
H -3.25 -1.86 -2.66
H -1.92 -1.70 -1.56
H -4.19 -1.38 0.13
H -3.02 -2.63 0.09
H -5.45 -3.39 -0.09
H -4.26 -4.08 -1.13
H -5.09 -2.81 -3.05
H -6.37 -3.65 -2.26
H -8.97 -1.29 -3.50
H -8.76 -2.74 -2.56
H -10.63 -1.93 -1.53
H -9.44 -1.26 -0.45
H -9.58 0.88 -1.68
H -10.60 0.15 -2.89
H -5.19 0.55 -3.37
H -6.02 -0.50 -4.45
H -7.19 1.35 -4.99
H -8.14 1.03 -3.52
H -6.20 2.47 -2.40
H -7.45 3.32 -3.30
H -8.06 0.73 0.05
H -5.89 1.03 0.14
C 5.16 1.11 -1.26
C 3.87 1.86 -0.88
C 3.07 1.07 0.15
C 2.34 -0.14 -0.44
C 1.47 0.29 -1.63
C 2.26 1.05 -2.70
N 3.05 2.16 -2.09
O 2.28 3.18 -1.86
C 3.17 0.06 -3.46
C 1.30 1.60 -3.74
C 4.36 3.15 -0.23
H 5.00 0.16 -1.76
H 5.79 1.72 -1.90
H 5.73 0.88 -0.35
H 2.33 1.73 0.61
H 3.74 0.74 0.95
H 3.06 -0.91 -0.74
H 1.71 -0.59 0.33
H 1.00 -0.59 -2.07
H 0.66 0.92 -1.26
H 3.94 0.59 -4.03
H 2.57 -0.52 -4.17
H 3.65 -0.68 -2.82
H 0.53 2.24 -3.30
H 0.79 0.78 -4.24
H 1.84 2.18 -4.50
H 4.89 3.78 -0.95
H 5.04 2.91 0.58
H 3.54 3.74 0.19
C 7.93 0.20 5.43
C 7.02 0.38 4.20
C 5.70 1.05 4.59
C 4.73 0.12 5.32
C 4.51 -1.16 4.50
C 5.81 -1.88 4.14
N 6.79 -0.93 3.52
O 6.47 -0.73 2.29
C 6.39 -2.55 5.40
C 5.51 -3.02 3.17
C 7.80 1.32 3.28
H 7.54 -0.47 6.19
H 8.91 -0.17 5.13
H 8.08 1.16 5.93
H 5.21 1.42 3.68
H 5.91 1.92 5.21
H 5.11 -0.12 6.31
H 3.78 0.63 5.47
H 3.86 -1.85 5.06
H 3.97 -0.90 3.59
H 7.44 -2.82 5.25
H 5.84 -3.46 5.62
H 6.32 -1.94 6.30
H 5.00 -2.67 2.28
H 4.87 -3.75 3.66
H 6.43 -3.52 2.87
H 8.72 0.86 2.93
H 8.06 2.22 3.83
H 7.21 1.62 2.41
```